{
  "formula": "C22H44N2O3",
  "method": "ωB97M-V with the def2-TZVPD basis set",
  "total_energy_ev": -32642.5722,
  "largest_force_ev_per_a": 1.994,
  "de_lowest_kcal_mol": 14.9,
  "lumo_energy_ev": [-2.5645, -2.5645],
  "spin_multiplicity": 2,
  "charge": 1,
  "homo_ev": [-9.80, -11.06],
  "species": ["C", "C", "C", "C", "C", "C", "C", "C", "C", "O", "C", "O", "C", "C", "C", "C", "N", "O", "H", "H", "H", "H", "H", "H", "H", "H", "H", "H", "H", "H", "H", "H", "H", "H", "H", "H", "H", "H", "H", "H", "H", "H", "H", "H", "C", "C", "C", "N", "C", "C", "C", "C", "C", "H", "H", "H", "H", "H", "H", "H", "H", "H", "H", "H", "H", "H", "H", "H", "H", "H", "H"],
  "xyz": [[-1.855, 1.053, 3.868], [-2.925, 0.023, 3.414], [-3.318, -0.800, 4.672], [-2.380, -0.975, 2.401], [-2.265, -0.472, 0.958], [-1.133, 0.527, 0.676], [0.257, 0.006, 1.022], [1.352, 1.088, 1.227], [1.025, 2.481, 0.732], [0.313, 3.157, 1.781], [-0.346, 4.262, 1.384], [-0.177, 4.829, 0.315], [-3.631, 0.088, 0.558], [-4.270, 1.088, 1.533], [-3.731, 2.525, 1.315], [-5.767, 1.130, 1.193], [-4.165, 0.668, 2.945], [-4.667, 1.491, 3.775], [-0.935, 0.975, 3.297], [-2.230, 2.071, 3.838], [-1.582, 0.862, 4.902], [-2.583, -1.589, 4.809], [-4.276, -1.278, 4.479], [-3.379, -0.170, 5.549], [-3.093, -1.803, 2.359], [-1.460, -1.399, 2.791], [-2.090, -1.357, 0.339], [-1.158, 0.726, -0.397], [-1.360, 1.444, 1.210], [0.253, -0.619, 1.912], [0.586, -0.661, 0.220], [1.566, 1.171, 2.292], [2.284, 0.739, 0.781], [1.944, 3.037, 0.549], [0.445, 2.493, -0.187], [-1.082, 4.591, 2.124], [-4.301, -0.756, 0.403], [-3.547, 0.598, -0.401], [-2.961, 2.806, 2.027], [-4.552, 3.229, 1.413], [-3.348, 2.638, 0.304], [-6.317, 1.670, 1.958], [-5.931, 1.620, 0.236], [-6.165, 0.120, 1.115], [0.575, -0.287, -2.877], [1.342, -1.571, -2.552], [2.794, -1.341, -2.136], [3.807, -1.489, -3.247], [3.459, -0.643, -4.424], [5.175, -1.086, -2.715], [5.763, -2.368, -2.164], [5.351, -3.393, -3.217], [3.950, -2.956, -3.649], [0.947, 0.214, -3.770], [-0.478, -0.509, -3.044], [0.639, 0.417, -2.046], [1.271, -2.279, -3.381], [0.842, -2.047, -1.708], [3.090, -2.065, -1.379], [2.924, -0.342, -1.720], [3.350, 0.387, -4.094], [2.537, -1.007, -4.867], [4.264, -0.722, -5.150], [5.758, -0.719, -3.557], [5.052, -0.290, -1.985], [5.334, -2.606, -1.191], [6.842, -2.302, -2.043], [5.357, -4.411, -2.835], [6.032, -3.360, -4.067], [3.169, -3.520, -3.147], [3.807, -3.030, -4.723]]
}